Record 1
The following is a quantum chemistry calculation of a structure of composition C36H50BrN3OP2Sr at a distorted geometry, from the Open Molecules 2025 dataset.

CARTESIAN COORDINATES (ANGSTROEM)
C: -0.7855 -4.0199 -7.7154
C: 0.1829 -3.1692 -7.1269
C: 1.3303 -2.8710 -7.9032
C: 1.4445 -3.4208 -9.1836
N: 0.5259 -4.2281 -9.7427
C: -0.5626 -4.5107 -9.0056
C: 0.0114 -2.6396 -5.8185
C: -0.1368 -2.1819 -4.6877
C: -0.3085 -1.6520 -3.3785
C: -1.5584 -1.1262 -2.9632
C: -1.7199 -0.6059 -1.6752
C: -0.6536 -0.5862 -0.7455
C: 0.5898 -1.1134 -1.1670
C: 0.7657 -1.6348 -2.4527
Sr: -0.8956 0.1610 1.1003
P: -1.0660 2.3231 0.2419
H: 2.1118 -2.2197 -7.5009
H: -1.6920 -4.2851 -7.1636
H: 2.3292 -3.1975 -9.7957
H: -1.3058 -5.1712 -9.4734
H: 1.7373 -2.0360 -2.7594
H: -2.3975 -1.1339 -3.6666
H: 1.4410 -1.1154 -0.4759
H: -2.6996 -0.2072 -1.3864
C: -0.8347 3.4942 1.6685
C: -0.5923 4.9836 1.3945
H: 0.0190 3.0700 2.2280
H: -1.7192 3.3214 2.3087
H: -0.7283 5.5587 2.3278
H: 0.4371 5.1674 1.0418
H: -1.2890 5.3928 0.6457
C: 0.1748 2.7925 -1.0610
C: -0.3287 3.3234 -2.4094
H: 0.7770 1.8795 -1.2155
H: 0.8608 3.5095 -0.5732
H: 0.5260 3.4672 -3.0940
H: -1.0175 2.6078 -2.8899
H: -0.8508 4.2892 -2.3181
C: -2.7490 2.6195 -0.4913
C: -3.2895 4.0539 -0.5519
H: -3.4142 1.9941 0.1298
H: -2.7161 2.1561 -1.4957
H: -4.2741 4.0566 -1.0527
H: -3.4374 4.4614 0.4623
H: -2.6283 4.7385 -1.1074
Br: -1.2024 1.1084 3.4406
P: 5.1394 1.5194 0.2623
C: 3.8783 2.8651 -0.1186
C: 4.3018 4.2676 0.3403
H: 2.8969 2.5825 0.3115
H: 3.7534 2.8630 -1.2179
H: 3.7328 5.0477 -0.1969
H: 4.1318 4.4151 1.4207
H: 5.3765 4.4353 0.1497
C: 4.2689 0.5997 1.6508
C: 5.2104 -0.1676 2.5881
H: 3.5798 -0.1084 1.1517
H: 3.6393 1.3086 2.2244
H: 4.7414 -0.3231 3.5764
H: 5.4670 -1.1586 2.1730
H: 6.1534 0.3818 2.7537
C: 4.7150 0.3259 -1.1261
C: 5.6990 0.3884 -2.3014
H: 3.6776 0.5089 -1.4700
H: 4.7283 -0.6853 -0.6772
H: 5.6659 -0.5425 -2.8955
H: 5.4638 1.2240 -2.9850
H: 6.7342 0.5313 -1.9448
C: -3.0925 -1.8255 6.4032
N: -2.0326 -1.8313 5.3815
N: -2.1847 -2.1634 4.0906
C: -0.9560 -2.0512 3.4865
O: -0.7649 -2.1244 2.2780
C: -0.0218 -1.6447 4.4086
C: -0.7228 -1.5177 5.5944
C: -0.0876 -1.0457 6.8750
C: -3.4134 -2.5714 3.4174
C: -4.6858 -2.0588 3.7630
C: -5.8406 -2.4924 3.1025
C: -5.7543 -3.4430 2.0895
C: -4.5117 -3.9563 1.7253
C: -3.3523 -3.5202 2.3745
H: -2.7076 -1.6819 7.4237
H: -3.6310 -2.7957 6.3977
H: -3.7823 -0.9761 6.2467
H: 1.0231 -1.4232 4.2368
H: -0.7869 -0.9428 7.7221
H: 0.7148 -1.7497 7.1749
H: 0.3588 -0.0430 6.7049
H: -4.8246 -1.3081 4.5114
H: -6.8060 -2.0836 3.3771
H: -6.6514 -3.7808 1.5856
H: -4.4442 -4.6983 0.9407
H: -2.4083 -3.9533 2.0769

Atoms 1-6, force components in eV/Å:
C 0.3 0.3 0.3
C 0.2 -0.6 -1.5
C -0.4 -0.1 0.4
C -0.1 -0.1 0.0
N -0.1 0.4 0.9
C 0.1 0.0 0.0

Summary:
Highest occupied orbital energy (spin up / spin down)   -12.50 / -12.50 eV
Net charge   +2
LUMO level (spin up / spin down)   -9.80 / -9.80 eV
Molar mass   770.29 g/mol
Frontier orbital gap (spin up / spin down)   0.09907 / 0.09912 Ha
E   -4927.843986 Eh
Multiplicity   1

=====

Record 2
The following is a quantum chemistry calculation of a cluster of 9 separate species, C40H79N9O4 in total at a distorted geometry, from the Open Molecules 2025 dataset.

CARTESIAN COORDINATES (ANGSTROEM)
C: 2.1078 -2.7989 0.9483
O: 2.0401 -1.7334 1.8866
C: 3.2052 -0.8785 1.8291
C: 3.3340 0.0804 3.0053
N: 3.5673 -0.6606 4.2794
C: 3.6643 0.1736 5.4627
C: 3.6125 -0.6237 6.7370
O: 2.2952 -1.0713 6.9128
C: 2.1767 -1.7538 8.1341
H: 1.1065 -3.1794 0.7464
H: 2.8699 -3.5072 1.2732
H: 2.4483 -2.3818 0.0005
H: 3.1314 -0.3392 0.8847
H: 4.0967 -1.5056 1.8341
H: 2.4232 0.6778 2.9630
H: 4.2016 0.7256 2.8675
H: 2.7365 -1.2182 4.4168
H: 2.8918 0.9421 5.4912
H: 4.6535 0.6308 5.4885
H: 3.9622 -0.0437 7.5910
H: 4.3127 -1.4554 6.6586
H: 3.0289 -1.7257 8.8131
H: 2.1067 -2.8121 7.8830
H: 1.2225 -1.5192 8.6058
C: 2.8629 -1.1403 -2.7109
O: 1.5598 -1.4110 -2.3001
C: 1.0734 -2.6996 -2.6705
C: -0.4050 -2.7542 -2.2557
N: -1.3469 -2.0710 -3.1881
C: -2.7639 -2.2314 -2.7374
C: -3.6761 -1.4877 -3.6449
O: -3.6157 -0.0793 -3.4954
C: -4.7085 0.5723 -4.1395
H: 3.5802 -1.8260 -2.2601
H: 3.1372 -0.1373 -2.3838
H: 2.9302 -1.0599 -3.7958
H: 1.6104 -3.5235 -2.2006
H: 1.1813 -2.7883 -3.7515
H: -0.5072 -2.3743 -1.2392
H: -0.5679 -3.8273 -2.3564
H: -1.0299 -1.1364 -3.4032
H: -2.9285 -1.8605 -1.7258
H: -3.0606 -3.2786 -2.7951
H: -4.7028 -1.8055 -3.4633
H: -3.4398 -1.7795 -4.6682
H: -4.7288 0.2912 -5.1925
H: -4.5047 1.6388 -4.0439
H: -5.6786 0.3149 -3.7143
C: 0.1707 1.2809 -5.8132
C: 0.2605 -0.2439 -5.8725
C: -1.0277 -0.8739 -6.2826
C: -1.5510 -0.4980 -7.6393
N: -1.9685 -0.2572 -8.6776
H: 1.1892 1.6540 -5.7065
H: -0.4305 1.5820 -4.9553
H: -0.1261 1.7715 -6.7402
H: 0.5531 -0.6190 -4.8918
H: 1.0257 -0.5173 -6.5991
H: -1.7079 -0.6834 -5.4525
H: -0.8908 -1.9397 -6.4655
C: -0.5459 -2.5441 3.8501
C: -0.1664 -1.1413 4.4001
C: -1.2129 -0.4656 5.3412
C: -1.4193 -1.1297 6.6324
N: -1.4710 -1.6321 7.6604
H: 0.3244 -2.8317 3.2602
H: -1.3392 -2.5836 3.1037
H: -0.8877 -3.2716 4.5863
H: 0.1283 -0.4991 3.5701
H: 0.7859 -1.2510 4.9190
H: -2.1532 -0.3649 4.7993
H: -0.7731 0.5222 5.4794
C: -0.4005 1.3565 -1.8880
C: 0.2804 1.5934 -0.5361
C: 0.5273 0.2654 0.2408
C: -0.7580 -0.4747 0.5063
N: -1.7563 -1.0566 0.6708
H: 0.3486 0.9431 -2.5633
H: -0.8741 2.2257 -2.3444
H: -1.1578 0.5748 -1.8296
H: -0.3001 2.2597 0.1020
H: 1.1924 2.1433 -0.7682
H: 0.9139 0.5197 1.2277
H: 1.2416 -0.3921 -0.2546
C: -3.0395 -6.4743 1.6998
C: -2.7127 -5.0319 1.4702
C: -2.1931 -4.6751 0.0626
C: -1.0198 -5.4052 -0.3616
N: -0.1094 -6.0274 -0.7290
H: -3.6701 -6.6815 2.5644
H: -2.1728 -7.1223 1.8302
H: -3.6349 -6.8427 0.8645
H: -2.1305 -4.5060 2.2269
H: -3.6734 -4.5564 1.6680
H: -2.0655 -3.5944 0.0011
H: -2.9672 -4.9630 -0.6487
C: -4.1357 2.4003 -0.7835
C: -3.7878 2.1683 0.7123
C: -3.5095 3.5262 1.4382
C: -2.2225 4.2109 1.0467
N: -1.2783 4.7631 0.7259
H: -4.3115 1.3977 -1.1733
H: -3.3737 2.8246 -1.4372
H: -5.0879 2.9038 -0.9508
H: -3.0120 1.4298 0.9142
H: -4.7211 1.7958 1.1346
H: -3.3366 3.2557 2.4798
H: -4.2581 4.3141 1.3549
C: 0.5371 5.0541 -2.7425
C: 0.9151 4.9336 -4.2171
C: 2.4023 4.7557 -4.5722
C: 3.0929 3.6802 -3.8390
N: 3.6485 2.7813 -3.3433
H: -0.5319 5.2164 -2.6045
H: 1.0572 5.8990 -2.2910
H: 0.8854 4.1484 -2.2460
H: 0.5376 5.7742 -4.7993
H: 0.3455 4.0853 -4.5968
H: 3.0052 5.6428 -4.3780
H: 2.5534 4.5431 -5.6306
C: 3.1974 3.0032 1.0597
C: 2.3862 4.2445 1.5306
C: 1.6761 4.1438 2.8772
C: 0.7960 2.9612 3.1028
N: 0.1292 2.0629 3.3121
H: 4.1354 2.8483 1.5930
H: 3.3832 3.1247 -0.0074
H: 2.7150 2.0299 1.1495
H: 1.7448 4.5678 0.7107
H: 3.0539 5.1045 1.5816
H: 0.9618 4.9666 2.8468
H: 2.3058 4.3287 3.7475

Atoms 1-6, force components in eV/Å:
C 0.6 1.1 -0.2
O 0.2 0.6 0.8
C 0.1 -0.9 0.1
C -0.2 -1.0 0.5
N -0.8 0.1 -0.9
C 0.8 0.3 0.0

Summary:
Highest occupied orbital energy   -9.01 eV
Net charge   0
LUMO level   0.50 eV
Molar mass   750.13 g/mol
Frontier orbital gap   0.34939 Ha
E   -2365.100178 Eh
Multiplicity   1

=====

Record 3
The following is a quantum chemistry calculation of a cluster of 3 separate species, C5H10O in total at a distorted geometry, from the Open Molecules 2025 dataset.

CARTESIAN COORDINATES (ANGSTROEM)
C: -0.9641 -1.8995 -0.1670
C: -0.5676 -0.6930 0.6848
C: -0.6523 0.6175 -0.0634
C: -0.6763 1.8237 0.5001
C: 2.0678 -0.5377 -1.3592
O: 1.9443 -0.0080 -2.3567
H: -0.2669 -2.0290 -1.0043
H: -0.9462 -2.8198 0.4257
H: -1.9714 -1.7883 -0.5849
H: -1.1911 -0.6448 1.5862
H: 0.4658 -0.8301 1.0331
H: -0.6582 0.5474 -1.1537
H: 2.0136 1.7847 0.4546
H: -0.6937 2.7323 -0.0964
H: -0.6579 1.9522 1.5816
H: 2.7542 1.7922 0.5196

Atoms 1-6, force components in eV/Å:
C 0.0 0.0 0.0
C 0.0 0.0 0.1
C 0.0 0.2 0.1
C 0.0 -0.2 -0.1
C -0.1 0.6 -1.3
O 0.2 -0.6 1.2

Summary:
Highest occupied orbital energy   -9.65 eV
Net charge   0
LUMO level   1.13 eV
Molar mass   86.13 g/mol
Frontier orbital gap   0.39625 Ha
E   -271.678000 Eh
Multiplicity   1
ΔE to the lowest compared entry with this formula, charge and spin   46.8 kcal/mol

=====

Q: Among the records above, which one has the highest net charge?
A: C36H50BrN3OP2Sr